Density functional theory data (ωB97M-V/def2-TZVPD) for C22H24Br2Cl48Ga as an isolated structure.

Structure (XYZ):
```
97
Properties=species:S:1:pos:R:3
C 7.721 -0.395 -1.277
C 6.838 0.372 -0.989
C 5.730 1.190 -0.583
Ga 4.311 0.047 0.388
C 2.436 0.375 -0.437
Br 2.132 2.098 -1.262
C 1.439 -0.509 -0.416
C 0.066 -0.325 -0.968
Br 1.714 -2.209 0.432
H 8.320 -1.258 -1.411
H 6.124 1.929 0.120
H 5.298 1.732 -1.423
H 4.275 0.347 1.968
H 4.756 -1.484 0.212
H -0.220 -1.160 -1.610
H -0.011 0.571 -1.576
H -0.675 -0.244 -0.174
C 0.293 -1.121 3.792
Cl 0.472 0.413 2.951
Cl 1.537 -1.315 5.032
Cl -1.327 -1.285 4.498
H 0.420 -1.908 3.059
C 3.733 -5.696 2.081
Cl 5.476 -5.443 2.019
Cl 2.933 -4.349 2.886
Cl 3.076 -5.933 0.459
H 3.542 -6.593 2.654
C -5.467 -1.370 4.453
Cl -5.693 -2.793 3.438
Cl -6.969 -0.952 5.289
Cl -4.159 -1.616 5.612
H -5.196 -0.541 3.813
C 4.400 4.936 -3.037
Cl 4.233 3.512 -4.066
Cl 2.875 5.318 -2.230
Cl 5.689 4.707 -1.858
H 4.662 5.773 -3.666
C 0.440 4.367 4.225
Cl 0.210 4.433 2.482
Cl 1.327 5.782 4.798
Cl -1.111 4.223 5.059
H 1.027 3.486 4.453
C -3.031 -1.179 -3.744
Cl -3.747 -2.794 -3.798
Cl -3.035 -0.595 -2.082
Cl -1.402 -1.179 -4.416
H -3.641 -0.515 -4.340
C 5.117 6.209 6.612
Cl 6.294 5.746 7.845
Cl 4.527 4.800 5.743
Cl 3.780 7.108 7.338
H 5.612 6.860 5.904
C 4.897 8.955 -2.484
Cl 3.491 9.304 -3.495
Cl 4.408 8.180 -0.982
Cl 6.055 7.949 -3.362
H 5.383 9.890 -2.240
C -2.228 -3.310 0.981
Cl -3.639 -4.318 1.309
Cl -2.565 -1.616 1.341
Cl -0.854 -3.898 1.916
H -1.991 -3.386 -0.073
C 11.915 0.372 -0.878
Cl 10.196 0.514 -1.265
Cl 12.427 1.635 0.255
Cl 12.275 -1.229 -0.216
H 12.491 0.492 -1.786
C -7.130 -4.854 -4.091
Cl -8.553 -5.735 -3.537
Cl -7.350 -3.123 -3.842
Cl -5.695 -5.446 -3.247
H -7.000 -5.030 -5.150
C -9.499 -6.091 0.518
Cl -7.825 -5.832 0.039
Cl -10.152 -4.637 1.280
Cl -10.483 -6.563 -0.870
H -9.524 -6.894 1.243
C -3.134 -8.520 0.488
Cl -4.753 -8.049 -0.039
Cl -2.467 -7.333 1.600
Cl -3.166 -10.129 1.219
H -2.497 -8.562 -0.385
C -0.167 10.186 -5.677
Cl -1.533 9.139 -5.293
Cl -0.139 11.593 -4.612
Cl 1.352 9.297 -5.574
H -0.286 10.535 -6.693
C -2.158 1.350 -7.553
Cl -2.183 2.828 -8.519
Cl -0.574 1.099 -6.834
Cl -3.424 1.409 -6.320
H -2.368 0.517 -8.210
C -9.742 -4.380 5.110
Cl -11.064 -5.243 5.903
Cl -9.410 -2.854 5.928
Cl -8.293 -5.381 5.040
H -10.046 -4.161 4.095
```

Calculated values
spin multiplicity	1
total charge	-1
HOMO energy	-5.092	eV
energy relative to the best compared isomer or geometry (same formula, charge and spin)	0.0	kJ/mol
gap between HOMO and LUMO	6.49	eV
E_tot	-30014.5651	hartree

How is the electron density shared among the atoms? According to Löwdin, the charges in e are: number 1, C, carries -0.10; number 2, C, carries -0.29; number 3, C, carries -0.33; number 4, Ga, carries 0.29; number 5, C, carries -0.76; number 6, Br, carries 0.62; number 7, C, carries -0.87; number 8, C, carries -0.25; number 9, Br, carries 0.65; number 10, H, carries -0.01; number 11, H, carries 0.04; number 12, H, carries 0.00; number 13, H, carries -0.09; number 14, H, carries -0.07; number 15, H, carries 0.03; number 16, H, carries 0.02; number 17, H, carries 0.02; number 18, C, carries -1.56; number 19, Cl, carries 0.55; number 20, Cl, carries 0.52; number 21, Cl, carries 0.46; number 22, H, carries -0.09; number 23, C, carries -1.55; number 24, Cl, carries 0.53; number 25, Cl, carries 0.50; number 26, Cl, carries 0.51; number 27, H, carries 0.01; number 28, C, carries -1.52; number 29, Cl, carries 0.51; number 30, Cl, carries 0.49; number 31, Cl, carries 0.51; number 32, H, carries 0.01; number 33, C, carries -1.56; number 34, Cl, carries 0.52; number 35, Cl, carries 0.48; number 36, Cl, carries 0.54; number 37, H, carries -0.06; number 38, C, carries -1.56; number 39, Cl, carries 0.53; number 40, Cl, carries 0.49; number 41, Cl, carries 0.51; number 42, H, carries 0.01; number 43, C, carries -1.53; number 44, Cl, carries 0.50; number 45, Cl, carries 0.57; number 46, Cl, carries 0.54; number 47, H, carries -0.04; number 48, C, carries -1.56; number 49, Cl, carries 0.51; number 50, Cl, carries 0.53; number 51, Cl, carries 0.50; number 52, H, carries 0.01; number 53, C, carries -1.51; number 54, Cl, carries 0.49; number 55, Cl, carries 0.53; number 56, Cl, carries 0.55; number 57, H, carries 0.01; number 58, C, carries -1.48; number 59, Cl, carries 0.48; number 60, Cl, carries 0.53; number 61, Cl, carries 0.52; number 62, H, carries 0.02; number 63, C, carries -1.53; number 64, Cl, carries 0.61; number 65, Cl, carries 0.49; number 66, Cl, carries 0.50; number 67, H, carries 0.00; number 68, C, carries -1.54; number 69, Cl, carries 0.50; number 70, Cl, carries 0.52; number 71, Cl, carries 0.50; number 72, H, carries 0.01; number 73, C, carries -1.53; number 74, Cl, carries 0.51; number 75, Cl, carries 0.54; number 76, Cl, carries 0.51; number 77, H, carries 0.01; number 78, C, carries -1.55; number 79, Cl, carries 0.50; number 80, Cl, carries 0.52; number 81, Cl, carries 0.52; number 82, H, carries 0.01; number 83, C, carries -1.55; number 84, Cl, carries 0.53; number 85, Cl, carries 0.52; number 86, Cl, carries 0.50; number 87, H, carries 0.01; number 88, C, carries -1.55; number 89, Cl, carries 0.52; number 90, Cl, carries 0.53; number 91, Cl, carries 0.54; number 92, H, carries 0.01; number 93, C, carries -1.56; number 94, Cl, carries 0.52; number 95, Cl, carries 0.50; number 96, Cl, carries 0.52; number 97, H, carries -0.04

=====

Density functional theory data (ωB97M-V/def2-TZVPD) for a 12-piece molecular cluster, C48H72O36 overall.

Structure (XYZ):
```
156
Properties=species:S:1:pos:R:3
C 0.714 -8.691 1.031
C 0.257 -9.868 0.243
C 1.075 -10.480 -0.862
O 0.745 -11.808 -0.873
C -0.038 -12.106 0.258
O -0.454 -13.176 0.685
O 0.030 -11.030 1.043
H 1.254 -8.887 1.957
H -0.104 -8.088 1.426
H 1.196 -8.011 0.328
H -0.726 -9.710 -0.202
H 2.135 -10.313 -0.669
H 0.914 -10.168 -1.894
C 0.759 -4.505 8.353
C 0.683 -3.111 7.734
C 0.979 -1.932 8.702
O 2.146 -1.402 8.165
C 2.427 -1.902 6.970
O 3.410 -1.469 6.241
O 1.563 -2.886 6.657
H -0.188 -4.712 8.852
H 1.522 -4.523 9.131
H 0.975 -5.400 7.769
H -0.332 -2.989 7.356
H 1.125 -2.426 9.662
H 0.240 -1.133 8.639
C 7.517 -5.463 2.438
C 9.035 -5.621 2.785
C 9.557 -5.240 4.124
O 10.116 -6.449 4.503
C 10.269 -7.295 3.494
O 10.875 -8.343 3.535
O 9.480 -6.896 2.441
H 7.238 -4.717 1.694
H 7.066 -5.140 3.377
H 6.971 -6.348 2.112
H 9.532 -4.853 2.192
H 8.823 -4.891 4.850
H 10.369 -4.514 4.122
C -4.839 7.183 1.675
C -3.605 8.071 1.628
C -2.484 7.410 0.815
O -1.951 8.498 -0.025
C -2.857 9.599 0.113
O -2.729 10.619 -0.528
O -3.900 9.261 0.911
H -4.368 6.269 2.038
H -4.971 6.984 0.612
H -5.600 7.628 2.317
H -3.281 8.383 2.621
H -2.825 6.607 0.162
H -1.626 7.085 1.404
C -2.415 4.680 9.675
C -2.642 4.053 8.353
C -3.330 4.944 7.213
O -2.352 5.127 6.314
C -1.251 4.647 6.677
O -0.172 4.833 6.021
O -1.384 3.944 7.790
H -1.891 5.636 9.687
H -1.739 4.121 10.322
H -3.278 5.033 10.240
H -3.171 3.100 8.359
H -3.847 5.852 7.521
H -4.086 4.291 6.776
C -5.453 6.090 -4.935
C -6.380 6.501 -6.178
C -7.923 6.452 -6.124
O -8.241 7.516 -7.074
C -7.278 8.430 -7.120
O -7.520 9.550 -7.484
O -6.232 7.919 -6.510
H -6.104 6.429 -4.129
H -4.624 6.739 -4.651
H -5.140 5.049 -5.001
H -6.040 5.930 -7.041
H -8.482 6.535 -5.192
H -8.200 5.466 -6.496
C 1.151 -0.873 0.087
C 0.503 0.657 0.049
C 0.416 1.182 -1.431
O -0.961 1.349 -1.665
C -1.610 1.187 -0.401
O -2.820 1.382 -0.265
O -0.800 0.595 0.529
H 0.390 -1.554 -0.295
H 1.520 -1.004 1.104
H 2.067 -1.047 -0.478
H 0.995 1.322 0.759
H 0.992 0.564 -2.121
H 0.776 2.210 -1.461
C 3.748 -9.109 -8.359
C 2.945 -7.836 -8.194
C 1.406 -7.921 -8.005
O 1.190 -7.169 -6.865
C 2.344 -6.873 -6.148
O 2.458 -6.343 -5.030
O 3.370 -7.259 -6.923
H 3.716 -9.736 -7.469
H 4.781 -8.797 -8.515
H 3.553 -9.672 -9.272
H 3.279 -7.225 -9.032
H 1.031 -8.930 -8.175
H 0.856 -7.463 -8.827
C 11.070 0.602 -6.275
C 10.371 -0.414 -5.373
C 11.051 -0.542 -3.947
O 9.945 -0.795 -3.079
C 8.827 -0.269 -3.673
O 7.744 -0.070 -3.031
O 9.176 0.129 -4.820
H 10.627 0.654 -7.269
H 12.108 0.311 -6.437
H 11.100 1.600 -5.839
H 10.222 -1.349 -5.913
H 11.759 0.229 -3.644
H 11.672 -1.434 -3.867
C -10.573 2.858 -0.718
C -11.984 3.418 -0.709
C -12.441 3.424 0.691
O -12.834 4.789 0.821
C -12.628 5.461 -0.313
O -12.711 6.604 -0.532
O -11.938 4.748 -1.095
H -9.998 3.329 0.080
H -10.120 3.425 -1.531
H -10.578 1.768 -0.680
H -12.607 2.799 -1.355
H -11.688 3.317 1.472
H -13.303 2.775 0.841
C 4.846 5.892 -4.674
C 5.869 6.800 -3.897
C 6.754 6.160 -2.866
O 8.029 6.400 -3.595
C 7.871 6.949 -4.742
O 8.728 7.112 -5.578
O 6.631 7.342 -4.960
H 3.977 6.457 -5.010
H 4.363 5.132 -4.061
H 5.279 5.490 -5.590
H 5.233 7.572 -3.464
H 6.522 5.147 -2.538
H 6.704 6.828 -2.006
C -4.431 -3.921 3.030
C -5.365 -2.909 2.473
C -6.828 -3.307 2.288
O -7.548 -2.197 2.725
C -6.755 -1.356 3.423
O -7.017 -0.162 3.837
O -5.455 -1.980 3.415
H -4.280 -4.576 2.172
H -4.832 -4.417 3.914
H -3.522 -3.401 3.332
H -5.007 -2.497 1.529
H -7.159 -4.009 3.054
H -7.113 -3.516 1.257
```

Calculated values
spin multiplicity	1
HOMO energy	-10.552	eV
structure (SMILES)	C[C@H]1COC(=O)O1.C[C@H]1COC(=O)O1.C[C@H]1COC(=O)O1.C[C@H]1COC(=O)O1.C[C@H]1COC(=O)O1.C[C@H]1COC(=O)O1.C[C@H]1COC(=O)O1.C[C@H]1COC(=O)O1.C[C@H]1COC(=O)O1.C[C@H]1COC(=O)O1.C[C@H]1COC(=O)O1.C[C@H]1COC(=O)O1
energy relative to the best compared isomer or geometry (same formula, charge and spin)	1351.0	kJ/mol
gap between HOMO and LUMO	10.41	eV
E_tot	-4580.6371	hartree

Löwdin population analysis, charges in e, atoms 1 to 99: number 1, C, carries -0.01; number 2, C, carries -0.33; number 3, C, carries -0.16; number 4, O, carries 0.06; number 5, C, carries -0.48; number 6, O, carries 0.14; number 7, O, carries 0.08; number 8, H, carries 0.10; number 9, H, carries 0.08; number 10, H, carries 0.09; number 11, H, carries 0.16; number 12, H, carries 0.14; number 13, H, carries 0.14; number 14, C, carries -0.02; number 15, C, carries -0.32; number 16, C, carries -0.09; number 17, O, carries 0.08; number 18, C, carries -0.47; number 19, O, carries 0.05; number 20, O, carries 0.09; number 21, H, carries 0.09; number 22, H, carries 0.08; number 23, H, carries 0.09; number 24, H, carries 0.14; number 25, H, carries 0.13; number 26, H, carries 0.14; number 27, C, carries 0.00; number 28, C, carries -0.34; number 29, C, carries -0.12; number 30, O, carries 0.08; number 31, C, carries -0.52; number 32, O, carries 0.15; number 33, O, carries 0.10; number 34, H, carries 0.08; number 35, H, carries 0.07; number 36, H, carries 0.08; number 37, H, carries 0.14; number 38, H, carries 0.14; number 39, H, carries 0.14; number 40, C, carries -0.01; number 41, C, carries -0.35; number 42, C, carries -0.08; number 43, O, carries 0.01; number 44, C, carries -0.48; number 45, O, carries 0.14; number 46, O, carries 0.07; number 47, H, carries 0.09; number 48, H, carries 0.09; number 49, H, carries 0.09; number 50, H, carries 0.15; number 51, H, carries 0.13; number 52, H, carries 0.13; number 53, C, carries -0.04; number 54, C, carries -0.29; number 55, C, carries -0.10; number 56, O, carries 0.12; number 57, C, carries -0.56; number 58, O, carries 0.07; number 59, O, carries 0.09; number 60, H, carries 0.09; number 61, H, carries 0.09; number 62, H, carries 0.09; number 63, H, carries 0.15; number 64, H, carries 0.14; number 65, H, carries 0.13; number 66, C, carries 0.00; number 67, C, carries -0.24; number 68, C, carries -0.06; number 69, O, carries 0.06; number 70, C, carries -0.61; number 71, O, carries 0.15; number 72, O, carries 0.08; number 73, H, carries 0.07; number 74, H, carries 0.08; number 75, H, carries 0.08; number 76, H, carries 0.14; number 77, H, carries 0.13; number 78, H, carries 0.12; number 79, C, carries 0.00; number 80, C, carries -0.27; number 81, C, carries -0.12; number 82, O, carries 0.03; number 83, C, carries -0.44; number 84, O, carries 0.12; number 85, O, carries 0.07; number 86, H, carries 0.08; number 87, H, carries 0.07; number 88, H, carries 0.07; number 89, H, carries 0.15; number 90, H, carries 0.13; number 91, H, carries 0.12; number 92, C, carries -0.04; number 93, C, carries -0.28; number 94, C, carries -0.13; number 95, O, carries 0.05; number 96, C, carries -0.47; number 97, O, carries 0.11; number 98, O, carries 0.07; number 99, H, carries 0.09